{
  "formula": "C63H73N7OP2RbS2",
  "method": "wB97M-V/def2-TZVPD",
  "de_lowest_kcal_mol": 21.2,
  "charge": -1,
  "elements": ["Rb", "C", "N", "C", "P", "C", "C", "C", "C", "C", "C", "C", "C", "C", "C", "C", "C", "C", "C", "C", "C", "C", "C", "P", "C", "C", "C", "C", "C", "C", "C", "C", "C", "C", "C", "C", "H", "H", "H", "H", "H", "H", "H", "H", "H", "H", "H", "H", "H", "H", "H", "H", "H", "H", "H", "H", "H", "H", "H", "H", "H", "H", "H", "H", "H", "N", "N", "C", "N", "S", "H", "H", "H", "H", "H", "C", "C", "N", "C", "C", "C", "S", "N", "C", "O", "C", "C", "C", "C", "C", "C", "H", "H", "H", "H", "H", "H", "H", "H", "H", "H", "H", "H", "H", "H", "H", "C", "C", "C", "C", "C", "C", "C", "C", "N", "C", "C", "C", "C", "C", "C", "C", "C", "C", "C", "H", "H", "H", "H", "H", "H", "H", "H", "H", "H", "H", "H", "H", "H", "H", "H", "H", "H", "H", "H", "H", "H", "H", "H"],
  "positions_angstrom": [[-0.60012, -0.45848, 0.09694], [2.08367, 1.64366, -3.18494], [3.37292, 1.02979, -2.95030], [3.49228, 0.23967, -1.75337], [3.58142, 1.18714, -0.11270], [5.22858, 0.66207, 0.49215], [6.12071, 1.55946, 1.07505], [7.30971, 1.11238, 1.63068], [7.63000, -0.23835, 1.61626], [6.74766, -1.14087, 1.03996], [5.55836, -0.69049, 0.48846], [3.93383, 2.88953, -0.66411], [5.10260, 3.27815, -1.32168], [5.25901, 4.58007, -1.76478], [4.24962, 5.51337, -1.54872], [3.09251, 5.14216, -0.88381], [2.93855, 3.83435, -0.43917], [4.47013, 1.31915, -3.74288], [5.71527, 0.70166, -3.52397], [6.80171, 0.97373, -4.33580], [6.71294, 1.87281, -5.38827], [5.49947, 2.50818, -5.59621], [4.40048, 2.25039, -4.79350], [0.65485, 0.48879, -2.83038], [1.05024, -0.88221, -3.98248], [0.63105, -2.16140, -3.62564], [0.92408, -3.25689, -4.42711], [1.65513, -3.08442, -5.59089], [2.07792, -1.81290, -5.95939], [1.77295, -0.71999, -5.16479], [-0.68178, 1.40381, -3.67405], [-0.89237, 2.74535, -3.35200], [-2.01122, 3.41503, -3.82231], [-2.94287, 2.74755, -4.60388], [-2.74472, 1.41085, -4.91768], [-1.62251, 0.73960, -4.45589], [1.98952, 1.95152, -4.22279], [1.94528, 2.53874, -2.56477], [4.33994, -0.43705, -1.81856], [2.61272, -0.40467, -1.66661], [5.88959, 2.61777, 1.09052], [7.98892, 1.82592, 2.08031], [8.55718, -0.58418, 2.05349], [6.97316, -2.19968, 1.03156], [4.86517, -1.41273, 0.07803], [5.89253, 2.55794, -1.50003], [6.16051, 4.86224, -2.29292], [4.36971, 6.53029, -1.90091], [2.29755, 5.85675, -0.71388], [2.01947, 3.54246, 0.05699], [5.85897, 0.01655, -2.70265], [7.73841, 0.47136, -4.12842], [7.56693, 2.08177, -6.01677], [5.39738, 3.23521, -6.39215], [3.49793, 2.81230, -4.97565], [0.05729, -2.30652, -2.71822], [0.58487, -4.24056, -4.12992], [1.89826, -3.93722, -6.21189], [2.65253, -1.67075, -6.86539], [2.11518, 0.25796, -5.47579], [-0.21085, 3.26448, -2.68801], [-2.17208, 4.44723, -3.54114], [-3.83294, 3.26050, -4.94470], [-3.48067, 0.87495, -5.50311], [-1.50188, -0.31533, -4.67083], [-0.14424, 2.25748, 1.89138], [-1.13162, 3.16832, 2.27545], [-1.49804, 4.23723, 1.53497], [-2.59796, 4.87323, 2.03983], [-0.74437, 4.79166, 0.16265], [-0.60266, 1.39242, 1.63362], [0.45185, 2.06484, 2.69158], [-1.76220, 2.87177, 3.01237], [-3.25016, 4.35273, 2.60378], [-3.00288, 5.55425, 1.41691], [-7.14413, -1.65885, -2.98822], [-6.58537, -2.11234, -1.64679], [-5.19160, -2.52135, -1.74113], [-4.95274, -3.91866, -2.06144], [-4.73946, -4.76738, -0.81663], [-4.18552, -1.61503, -1.66065], [-2.57602, -2.17252, -1.81096], [-4.60188, -0.34540, -1.57096], [-3.95199, 0.64685, -0.96519], [-3.01030, 0.58949, -0.16334], [-4.48761, 2.01562, -1.32190], [-3.67563, 3.12226, -1.10734], [-4.08491, 4.38474, -1.50724], [-5.32491, 4.55727, -2.10661], [-6.14862, 3.45614, -2.31060], [-5.72661, 2.19113, -1.93027], [-8.20669, -1.42202, -2.90641], [-7.02752, -2.43861, -3.74340], [-6.60835, -0.77309, -3.32621], [-7.14490, -2.97206, -1.26876], [-6.66959, -1.31375, -0.91172], [-4.07973, -3.98349, -2.71183], [-5.82062, -4.27398, -2.62451], [-3.85529, -4.41839, -0.28560], [-4.59354, -5.81537, -1.08382], [-5.59729, -4.70201, -0.14460], [-2.69664, 2.96701, -0.67208], [-3.41905, 5.23232, -1.38394], [-5.64377, 5.54278, -2.42307], [-7.11647, 3.58237, -2.78013], [-6.34270, 1.32067, -2.10663], [-2.09721, 0.28831, 4.84343], [-1.17374, -0.88512, 4.63354], [-0.85970, -1.74173, 5.69829], [-0.02465, -2.82486, 5.45569], [0.29454, -3.78754, 6.57338], [0.52179, -3.05559, 4.19864], [0.27270, -2.19287, 3.08998], [-0.63558, -1.12017, 3.39551], [0.73424, -2.24030, 1.83749], [1.48009, -3.36232, 1.31652], [1.76282, -3.02904, -0.16264], [2.49655, -4.15603, -0.89270], [1.65001, -5.42988, -0.82907], [1.40744, -5.80768, 0.63568], [2.74825, -6.03646, 1.34091], [3.59819, -4.76393, 1.26477], [3.83907, -4.42277, -0.20822], [2.86262, -3.60896, 1.95955], [0.66109, -4.66840, 1.33254], [-2.99672, -0.00673, 5.38704], [-2.41344, 0.71082, 3.88626], [-1.61101, 1.07572, 5.42718], [-1.28049, -1.57735, 6.68346], [-0.13033, -3.44790, 7.51870], [1.37311, -3.89536, 6.70528], [-0.10781, -4.78087, 6.36139], [1.15527, -3.92389, 4.08385], [-0.93553, -0.48821, 2.56816], [2.34813, -2.10090, -0.18594], [0.80968, -2.83189, -0.66443], [2.66003, -3.87267, -1.93813], [2.16082, -6.24419, -1.35562], [0.68997, -5.26640, -1.32966], [0.80888, -6.72367, 0.68173], [3.28449, -6.87118, 0.87505], [2.57209, -6.30542, 2.38738], [4.55891, -4.93628, 1.76281], [4.35721, -5.24873, -0.70873], [4.48592, -3.54582, -0.28838], [3.44218, -2.68257, 1.88124], [2.76605, -3.82536, 3.02360], [0.42381, -4.94717, 2.36092], [-0.29128, -4.46935, 0.82976]],
  "forces_ev_per_angstrom": [[0.113, -0.359, -0.342], [-0.110, 0.015, -0.036], [-0.018, -0.077, -0.103], [-0.001, -0.130, 0.044], [-0.010, -0.056, 0.150], [-0.032, 0.032, -0.068], [0.028, 0.020, 0.097], [0.044, -0.018, 0.018], [-0.024, 0.012, -0.038], [0.033, 0.017, 0.016], [-0.014, -0.066, 0.052], [0.038, 0.008, -0.072], [0.010, 0.006, -0.093], [-0.063, 0.012, 0.008], [0.029, 0.004, -0.002], [-0.035, 0.021, -0.002], [-0.088, 0.032, -0.070], [0.036, 0.071, 0.058], [-0.002, 0.023, -0.028], [0.016, -0.009, 0.008], [-0.013, -0.009, 0.010], [-0.010, 0.004, -0.006], [0.009, -0.009, 0.021], [0.127, 0.010, -0.286], [-0.029, 0.047, 0.003], [-0.014, -0.006, 0.041], [0.029, 0.025, 0.013], [-0.020, -0.004, -0.015], [0.000, -0.009, 0.008], [-0.003, -0.017, 0.000], [-0.008, -0.032, 0.154], [-0.006, 0.014, 0.036], [0.082, -0.030, -0.110], [0.027, 0.015, -0.038], [-0.041, 0.022, 0.000], [-0.011, -0.060, 0.011], [0.033, 0.013, 0.014], [-0.017, -0.011, -0.058], [-0.043, 0.021, 0.011], [0.059, 0.022, -0.030], [0.006, -0.052, 0.054], [0.014, 0.001, 0.002], [0.019, -0.008, 0.013], [0.011, -0.016, -0.003], [-0.055, -0.070, -0.010], [-0.051, 0.020, -0.002], [0.024, 0.015, -0.005], [0.003, 0.012, -0.008], [-0.008, 0.017, 0.020], [-0.044, 0.019, 0.069], [0.023, -0.014, -0.006], [0.019, -0.005, 0.000], [0.026, 0.007, -0.017], [0.001, 0.016, -0.019], [-0.025, 0.009, 0.006], [-0.005, 0.015, -0.023], [-0.006, -0.023, 0.001], [0.000, -0.013, -0.011], [0.010, -0.005, -0.024], [0.012, 0.056, 0.019], [0.019, 0.027, 0.010], [0.018, -0.002, -0.039], [-0.021, 0.011, 0.014], [-0.016, -0.002, -0.010], [0.011, 0.011, -0.001], [-0.028, 0.216, -0.021], [-0.142, -0.125, 0.224], [-0.122, -0.181, 0.031], [0.062, 0.127, -0.138], [0.256, 0.059, 0.017], [0.009, 0.270, 0.249], [-0.013, 0.016, -0.138], [0.096, 0.058, -0.075], [-0.036, -0.040, 0.005], [0.034, -0.082, 0.052], [-0.021, 0.007, -0.018], [0.025, 0.010, 0.073], [-0.028, -0.098, -0.087], [-0.008, -0.074, -0.026], [-0.006, -0.011, -0.008], [0.053, 0.122, 0.041], [0.178, 0.122, -0.120], [-0.124, -0.066, 0.109], [-0.038, 0.082, -0.281], [-0.006, -0.009, 0.263], [0.069, 0.051, -0.117], [-0.038, -0.123, 0.042], [-0.057, 0.145, 0.028], [-0.002, -0.055, 0.034], [-0.010, 0.012, -0.016], [0.004, -0.001, 0.014], [-0.021, 0.014, 0.003], [-0.007, -0.023, 0.001], [0.020, 0.010, -0.003], [-0.016, 0.011, -0.002], [0.004, -0.009, -0.034], [-0.077, 0.009, 0.055], [-0.016, -0.019, 0.007], [0.021, 0.009, 0.010], [-0.001, -0.028, -0.010], [-0.025, 0.001, 0.010], [-0.063, 0.043, 0.001], [0.019, -0.046, 0.082], [-0.015, 0.017, -0.006], [-0.020, 0.008, -0.005], [-0.020, -0.021, -0.011], [-0.008, -0.013, 0.035], [-0.007, -0.020, 0.004], [-0.020, 0.034, -0.020], [0.035, -0.031, 0.008], [-0.008, 0.006, 0.011], [-0.035, 0.018, 0.050], [-0.045, -0.018, -0.050], [0.135, -0.012, -0.049], [0.016, 0.016, 0.028], [0.013, -0.013, 0.019], [0.027, -0.084, 0.005], [0.008, 0.008, 0.038], [-0.011, -0.022, -0.014], [0.012, 0.018, -0.019], [0.004, -0.020, 0.011], [-0.024, 0.009, -0.018], [0.001, 0.001, 0.022], [0.033, -0.009, -0.004], [-0.030, -0.019, -0.003], [-0.011, 0.005, 0.005], [-0.011, -0.011, -0.029], [0.013, 0.008, 0.007], [-0.006, 0.005, 0.034], [-0.001, 0.000, 0.007], [0.012, -0.001, -0.001], [-0.004, -0.009, -0.007], [-0.014, -0.005, 0.021], [-0.065, 0.087, 0.272], [-0.007, 0.022, -0.010], [-0.031, -0.034, 0.019], [0.004, 0.006, 0.002], [0.004, -0.012, -0.001], [-0.015, 0.001, -0.006], [0.002, 0.004, 0.001], [0.000, -0.007, -0.004], [-0.001, -0.003, 0.017], [-0.004, 0.000, -0.006], [0.008, -0.007, 0.000], [0.039, 0.079, -0.007], [0.015, 0.031, 0.007], [0.015, -0.003, -0.022], [-0.010, -0.010, 0.007], [-0.010, 0.007, 0.000]]
}